[1]
Here is a structure of composition C34H27N6O4V from OMol25. Energies are from the ωB97M-V functional and the def2-TZVPD basis.

**E_tot**: -2885.44821 hartree
**Gap between HOMO and LUMO (alpha / beta)**: 5.387 / 5.527 eV
**Multiplicity**: 3
**Net charge**: -2
**Lowest unoccupied orbital energy (alpha / beta)**: 4.229 / 4.228 eV
**⟨S²⟩**: 2.0158
**Energy above the lowest of the compared OMol25 structures with the same formula, charge and spin**: 0.00 kcal/mol

Last column: Löwdin spin population.
Element x y z (Å)
1 V -0.51 0.21 0.38  1.8709
2 O -5.50 3.96 3.75  0.0006
3 C -5.32 2.76 3.96  0.0003
4 O -6.00 1.94 4.58  0.0000
5 C -4.06 2.22 3.25  0.0030
6 C -3.80 0.88 3.23  -0.0021
7 C -2.69 0.34 2.53  0.0041
8 N -1.86 1.16 1.88  -0.0108
9 C -2.01 2.45 2.03  0.0005
10 C -3.03 3.04 2.76  -0.0020
11 C -0.97 3.26 1.34  0.0023
12 C -0.71 4.60 1.62  -0.0007
13 C 0.26 5.26 0.85  0.0029
14 C 0.92 4.51 -0.11  -0.0007
15 C 0.69 3.12 -0.21  0.0027
16 N -0.22 2.52 0.50  -0.0034
17 C -2.31 -1.08 2.18  -0.0005
18 C -3.26 -2.07 2.24  0.0236
19 C -3.03 -3.32 1.53  0.0002
20 C -1.79 -3.47 0.98  0.0197
21 C -0.67 -2.42 1.10  0.0010
22 N -1.09 -1.17 1.68  -0.0056
23 H -4.54 0.26 3.75  -0.0002
24 H -3.16 4.12 2.82  -0.0003
25 H -1.16 5.16 2.47  -0.0001
26 H 0.45 6.33 0.96  0.0002
27 H 1.69 5.05 -0.72  -0.0001
28 H 1.32 2.62 -0.92  0.0000
29 H -4.18 -1.95 2.71  0.0022
30 H -3.87 -4.03 1.47  -0.0007
31 H -1.50 -4.34 0.39  0.0013
32 H 0.10 -2.81 1.73  0.0014
33 C -3.67 1.25 -2.38  0.0007
34 C -2.24 1.00 -2.02  0.0076
35 O -2.09 0.69 -0.81  0.0244
36 C -1.21 1.14 -2.90  0.0050
37 C 0.16 0.83 -2.63  0.0058
38 C 1.06 0.84 -3.83  0.0006
39 N 0.61 0.55 -1.44  -0.0046
40 N 1.95 0.37 -1.40  0.0010
41 C 2.26 0.19 -0.20  0.0073
42 O 1.51 0.22 0.84  0.0271
43 C 3.65 -0.21 0.10  -0.0002
44 C 4.39 0.08 1.26  0.0010
45 C 5.67 -0.38 1.34  -0.0001
46 C 6.24 -1.26 0.38  0.0014
47 C 5.50 -1.52 -0.76  -0.0001
48 C 4.27 -0.91 -0.91  0.0010
49 H -4.34 0.78 -1.71  0.0002
50 H -3.87 0.84 -3.40  -0.0001
51 H -3.92 2.33 -2.29  0.0006
52 H -1.39 1.58 -3.85  0.0005
53 H 1.76 -0.04 -3.79  0.0001
54 H 1.77 1.68 -3.76  0.0004
55 H 0.48 0.94 -4.71  0.0000
56 H 4.07 0.78 2.06  0.0001
57 H 6.29 -0.01 2.14  0.0000
58 H 7.26 -1.66 0.49  0.0001
59 H 5.74 -2.23 -1.55  0.0000
60 H 3.71 -1.16 -1.83  0.0001
61 N -0.18 -2.01 -0.18  -0.0036
62 C 0.66 -2.87 -0.80  0.0012
63 C 1.25 -4.02 -0.25  0.0039
64 C 1.92 -4.96 -1.04  0.0003
65 C 2.05 -4.77 -2.38  0.0051
66 C 1.49 -3.60 -2.96  0.0003
67 C 0.86 -2.66 -2.18  0.0025
68 H 1.19 -4.33 0.78  0.0004
69 H 2.39 -5.84 -0.52  -0.0002
70 H 2.62 -5.46 -3.04  0.0004
71 H 1.52 -3.52 -4.02  -0.0001
72 H 0.41 -1.77 -2.56  0.0003

=====

[2]
Here is a structure of composition C34H28AsCl3HfN5O3S2 from OMol25. Energies are from the ωB97M-V functional and the def2-TZVPD basis.

**E_tot**: -6272.74873 hartree
**Gap between HOMO and LUMO**: 7.188 eV
**Net charge**: +1
**Lowest unoccupied orbital energy**: -3.095 eV
**Energy above the lowest of the compared OMol25 structures with the same formula, charge and spin**: 33.61 kcal/mol

Last column: Mulliken charge in e.
Element x y z (Å)
1 Hf 0.04 -0.21 0.10  0.4272
2 O 2.05 -3.65 1.39  -0.6767
3 C 1.65 -2.52 1.18  0.3128
4 N 0.43 -2.12 0.80  1.1443
5 C -0.49 -3.07 0.32  -0.7869
6 C -0.83 -4.25 0.95  -0.6432
7 C -1.74 -5.11 0.34  -0.8641
8 C -2.29 -4.79 -0.89  -0.8019
9 C -1.96 -3.60 -1.53  -0.7237
10 C -1.06 -2.73 -0.93  0.9420
11 N -0.60 -1.50 -1.45  0.4668
12 C -0.73 -1.15 -2.72  0.5550
13 O -1.42 -1.67 -3.60  -0.7632
14 C 0.14 0.02 -3.06  0.4530
15 C 0.24 0.40 -4.40  -0.8434
16 C 1.07 1.44 -4.75  -0.5675
17 C 1.81 2.05 -3.75  -1.2335
18 C 1.67 1.59 -2.45  0.2101
19 N 0.84 0.61 -2.08  0.2560
20 C 2.60 -1.35 1.31  0.5061
21 C 3.68 -1.48 2.18  -0.8447
22 C 4.57 -0.43 2.31  -0.4745
23 C 4.38 0.69 1.51  -1.0645
24 C 3.31 0.72 0.64  0.4016
25 N 2.40 -0.26 0.54  -0.1342
26 H -0.38 -4.50 1.89  0.5720
27 H -2.01 -6.03 0.83  0.4362
28 H -2.99 -5.46 -1.36  0.4499
29 H -2.38 -3.37 -2.50  0.5621
30 H -0.31 -0.17 -5.13  0.5371
31 H 1.16 1.76 -5.78  0.5048
32 H 2.49 2.86 -3.96  0.4781
33 H 2.25 2.06 -1.66  0.3309
34 H 3.78 -2.39 2.74  0.5363
35 H 5.40 -0.48 3.01  0.4835
36 H 5.06 1.53 1.57  0.5170
37 H 3.18 1.57 -0.01  0.0489
38 Cl 2.40 5.15 4.74  -0.2005
39 C 1.84 3.75 3.92  0.3126
40 C 1.47 3.83 2.59  -0.8733
41 C 0.99 2.70 1.98  1.1104
42 Cl 0.56 2.65 0.31  -0.1678
43 C 0.81 1.46 2.62  -0.8464
44 O 0.27 0.45 1.99  -0.2272
45 C 1.27 1.42 3.95  0.5439
46 Cl 1.23 -0.09 4.79  -0.1628
47 C 1.77 2.54 4.59  -0.8351
48 H 1.55 4.76 2.05  0.5027
49 H 2.11 2.46 5.61  0.4970
50 S -4.54 -1.83 0.77  -0.2477
51 C -3.16 -1.03 0.16  0.2510
52 N -2.17 -0.84 0.98  0.3654
53 C -2.47 -1.37 2.22  -0.4950
54 C -1.64 -1.40 3.34  0.8172
55 C -2.11 -1.96 4.51  -0.8677
56 C -3.40 -2.49 4.59  -0.5760
57 C -4.23 -2.50 3.49  -0.6261
58 C -3.75 -1.95 2.31  0.6081
59 H -3.15 -0.73 -0.87  -0.1492
60 H -0.64 -1.00 3.27  -0.5126
61 H -1.47 -1.98 5.38  0.4311
62 H -3.74 -2.91 5.52  0.4269
63 H -5.22 -2.92 3.53  0.4304
64 C -4.98 2.32 -2.07  -1.1255
65 As -3.19 1.83 -2.65  0.8972
66 C -3.55 0.38 -3.90  -0.9684
67 C -2.56 3.36 -3.67  -0.9951
68 S -1.93 1.60 -0.97  -0.3138
69 H -5.56 2.60 -2.95  0.4225
70 H -4.94 3.15 -1.36  0.3724
71 H -5.46 1.46 -1.58  0.3685
72 H -4.15 0.77 -4.72  0.5038
73 H -4.12 -0.40 -3.38  0.3824
74 H -2.64 -0.07 -4.28  0.1752
75 H -3.34 3.70 -4.34  0.4156
76 H -1.67 3.08 -4.24  0.2660
77 H -2.30 4.16 -2.97  0.3805